Below is an isolated molecule of C4H9NO2 at a distorted geometry, with properties calculated with the ωB97M-V functional and the def2-TZVPD basis.

The energy relative to the best compared isomer or geometry (same formula, charge and spin) comes out at 51.2 kcal/mol. Its total charge is 0. The LUMO energy comes out at 0.84 eV. The gap between HOMO and LUMO comes out at 10.708 eV. For the HOMO energy, the calculation gives -9.869 eV. The structure (SMILES) is [H]/N=C/[C@H](O)CCO.

Structure (XYZ):
```
16
Properties=species:S:1:pos:R:3:forces:R:3
H -0.46072 -0.95665 -2.18389 0.38 -0.11 0.42
H -3.79464 0.05115 -0.35836 0.30 0.15 -0.03
H 1.84868 1.69305 0.82802 0.19 -0.19 0.03
C -0.42619 0.03326 -0.52411 -2.61 -0.64 0.74
C -1.92997 -0.29721 -0.15090 -0.24 1.32 -1.18
C 1.79600 0.67358 0.43498 -0.65 -0.58 0.72
H -0.12410 0.72809 1.49406 -0.08 -0.15 -0.18
C 0.35990 0.08347 0.75302 1.59 0.85 -0.68
H 2.03631 0.72097 -0.63154 -0.45 -0.07 -0.04
H -0.41451 0.98390 -1.06574 -0.11 0.08 0.20
H 0.46813 -0.91539 1.18975 -0.02 0.12 -0.16
O 2.78628 -0.10400 1.08571 0.35 -0.32 -0.15
O 0.05858 -1.00044 -1.36056 -0.05 -0.08 -0.42
H -2.14060 -1.14176 0.52844 0.40 0.16 -0.22
N -2.87981 0.40832 -0.66216 0.99 -1.03 0.64
H 2.81666 -0.96034 0.62329 0.04 0.49 0.31
```
Positions in Å, forces in eV/Å.

natural (NBO) atomic charge list, values in e, 8 entries:
1. H 0.48
2. H 0.34
3. H 0.18
4. C 0.04
5. C 0.11
6. C -0.06
7. H 0.22
8. C -0.45